This record from OMol25 describes a structure of composition C30H32Co2O9 at a distorted geometry. The level of theory is wB97M-V/def2-TZVPD.

Structure (XYZ):
```
73
Properties=species:S:1:pos:R:3:forces:R:3
C 3.67894 1.21775 2.11991 0.153 0.457 0.293
C 2.40470 1.72257 1.48361 -0.698 -0.512 -0.612
O 1.36386 0.79621 1.79952 1.340 0.197 -0.087
C 0.08011 1.20801 1.57133 -1.444 0.116 0.421
C -0.76004 0.80376 2.66797 -0.373 1.374 -0.171
C -1.90953 1.58422 3.06851 0.488 -0.921 -0.961
O -2.62982 1.24074 4.02760 -0.159 0.295 0.478
C -2.26405 2.89295 2.34827 0.640 -0.172 0.277
C -3.38563 2.83012 1.31622 -0.202 -0.043 -0.142
C -4.60717 1.94356 1.63597 -0.184 0.231 -0.301
C -4.45196 0.49063 1.15772 0.146 -0.279 0.074
C -4.73187 -0.55838 2.23536 -0.023 -0.105 0.172
C -4.08633 -1.92554 1.95716 0.122 0.230 -0.037
C -2.55084 -1.94291 2.04881 -0.005 -0.097 -0.134
C -2.01890 -1.84145 3.48151 -0.239 -0.298 -0.071
C -0.52123 -1.60383 3.56829 0.411 0.461 0.408
C -0.13928 -0.11605 3.66991 -0.159 -0.279 0.341
O -0.21891 1.80239 0.53770 0.337 0.281 0.355
H 4.51641 1.66889 1.58425 0.169 -0.204 0.022
H 3.73570 1.55707 3.15971 -0.005 -0.135 -0.021
H 3.76035 0.12789 2.12637 -0.068 0.145 -0.282
H 2.15348 2.72637 1.85351 -0.058 -0.140 -0.041
H 2.45763 1.75042 0.39698 0.319 0.384 0.127
H -2.52917 3.61371 3.13478 0.006 -0.224 -0.004
H -1.35363 3.23397 1.83946 -0.340 0.181 0.081
H -3.74111 3.85814 1.18002 0.061 -0.012 -0.175
H -2.93404 2.50071 0.37047 -0.224 0.073 0.084
H -4.85873 1.98505 2.70533 0.233 -0.064 -0.178
H -5.47419 2.36187 1.10208 0.123 0.089 0.152
H -5.12039 0.31338 0.29859 0.169 -0.013 0.173
H -3.44139 0.33257 0.77202 0.044 0.139 0.084
H -4.39058 -0.18636 3.21352 0.014 -0.029 -0.319
H -5.82022 -0.68635 2.31062 0.026 -0.055 0.100
H -4.49350 -2.64435 2.68030 0.043 -0.084 -0.107
H -4.37173 -2.26310 0.95217 -0.099 -0.021 0.083
H -2.19465 -2.89877 1.63216 -0.028 0.174 -0.021
H -2.11119 -1.15642 1.41383 -0.159 -0.160 0.299
H -2.54483 -1.05350 4.03396 0.161 -0.093 -0.098
H -2.22039 -2.79822 3.97760 -0.286 -0.030 0.029
H -0.13332 -2.05444 4.49330 -0.013 -0.236 -0.153
H 0.02304 -2.07055 2.72958 -0.251 0.067 0.104
H 0.93839 -0.05657 3.52915 -0.103 -0.035 0.438
H -0.38753 0.26060 4.67501 -0.068 -0.261 -0.085
O 1.44573 -5.46029 -5.66600 0.440 0.349 0.666
C 1.53533 -4.57364 -4.93060 -1.220 -0.166 -1.416
Co 1.63022 -3.14024 -3.89603 0.637 -0.597 1.253
C 1.82016 -4.14317 -2.43538 -1.205 0.116 1.064
O 1.91498 -4.77611 -1.47364 0.262 0.589 -1.230
C 3.30534 -2.61432 -3.80106 2.502 1.538 -0.312
O 4.41231 -2.27340 -3.78556 -1.452 -0.688 0.073
C 0.36012 -1.95837 -2.82942 -2.446 -1.674 1.104
C 0.78046 -0.75245 -2.37058 1.630 0.841 2.458
C 1.31676 -0.07181 -1.32089 -0.122 -0.687 -1.155
C 2.50742 0.70838 -1.69503 -0.111 1.398 -0.112
C 3.79201 0.34454 -1.23573 -0.455 0.215 -0.094
C 4.91644 1.02600 -1.69761 0.022 0.152 -0.308
C 4.79295 2.01910 -2.67846 -0.287 0.275 0.189
C 3.51753 2.43627 -3.08828 0.330 -0.234 0.422
C 2.39192 1.82108 -2.57146 0.035 -0.360 0.517
Co 0.62883 -0.78269 -4.22067 1.943 -0.064 -3.366
C 1.16573 -1.82797 -5.63583 -1.718 -0.798 -1.091
O 1.25457 -2.02432 -6.78845 0.437 0.011 1.003
C 2.11285 0.02604 -4.83573 2.047 1.823 -0.028
O 3.09271 0.43497 -5.31295 -1.910 -0.947 0.607
C -0.68788 0.19885 -4.91845 -1.184 -0.137 -0.556
O -1.47669 0.83853 -5.48527 1.177 -0.653 0.885
H -0.50537 -2.48703 -2.40620 0.006 0.199 -0.505
H 1.02711 -0.23083 -0.28016 0.641 -0.590 -0.335
H 3.87602 -0.47048 -0.50453 0.008 0.351 -0.342
H 5.90310 0.78703 -1.29451 -0.227 -0.074 -0.209
H 5.66180 2.53118 -3.09243 -0.055 -0.216 0.201
H 3.39811 3.25284 -3.79350 0.118 -0.044 0.012
H 1.39300 2.19547 -2.81578 0.342 -0.317 0.011
```
Positions in Å, forces in eV/Å.

The HOMO-LUMO gap comes out at 6.25 eV. As for the spin multiplicity: 1. The calculation puts the LUMO energy at 4.6 eV. The strongest force on any atom is 3.9 eV/A. The relative energy (zero: lowest compared OMol25 entry of this formula, charge and spin) is 93.5 kJ/mol. As for the charge: -2.